The following is a quantum chemistry calculation of an isolated molecule of C19H19F3N6O at a distorted geometry, from OMol25.

Each atom is followed by the atoms it is bonded to, with distances in Å.
Element x y z (Å)
1 C -1.33 4.77 3.20  C2 1.517, H30 1.120, H31 1.101, H32 1.125
2 C -0.74 4.49 1.83  C1 1.517, C3 1.582, C4 1.503, O5 1.415
3 C -1.83 4.76 0.71  C2 1.582, H33 1.113, H34 1.108, H35 1.109
4 C 0.46 5.37 1.60  C2 1.503, H36 1.085, H37 1.078, H38 1.042
5 O -0.52 3.10 1.95  C2 1.415, N6 1.490
6 N 0.57 2.47 1.15  O5 1.490, C7 1.406, H39 1.021
7 C 0.48 1.21 0.53  N6 1.406, N8 1.365, N29 1.269
8 N -0.71 0.58 0.37  C7 1.365, C9 1.301
9 C -0.77 -0.39 -0.50  N8 1.301, N10 1.380, N21 1.315
10 N -2.01 -0.98 -0.66  C9 1.380, C11 1.356, H40 0.985
11 C -2.15 -2.31 -0.88  N10 1.356, C12 1.424, C20 1.372
12 C -1.58 -3.00 -1.99  C11 1.424, C13 1.435, H41 1.113
13 C -1.52 -4.43 -1.98  C12 1.435, N14 1.355, H42 1.045
14 N -2.19 -5.15 -1.04  C13 1.355, C15 1.336
15 C -2.95 -4.54 -0.12  N14 1.336, C16 1.487, C20 1.498
16 C -3.80 -5.18 0.92  C15 1.487, F17 1.365, F18 1.370, F19 1.367
17 F -4.74 -4.26 1.30  C16 1.365
18 F -3.03 -5.36 2.04  C16 1.370
19 F -4.25 -6.46 0.73  C16 1.367
20 C -2.68 -3.09 0.12  C11 1.372, C15 1.498, H43 1.085
21 N 0.31 -0.99 -0.95  C9 1.315, C22 1.345
22 C 1.48 -0.38 -0.68  N21 1.345, C23 1.571, N29 1.319
23 C 2.77 -1.03 -1.30  C22 1.571, C24 1.422, C28 1.403
24 C 4.05 -0.42 -1.23  C23 1.422, C25 1.420, H44 1.076
25 C 5.22 -0.88 -1.89  C24 1.420, C26 1.430, H45 1.106
26 C 5.25 -2.20 -2.44  C25 1.430, C27 1.403, H46 1.044
27 C 4.02 -2.87 -2.43  C26 1.403, C28 1.414, H47 1.111
28 C 2.85 -2.30 -1.88  C23 1.403, C27 1.414, H48 1.065
29 N 1.55 0.74 0.02  C7 1.269, C22 1.319
30 H -2.33 4.27 3.21  C1 1.120
31 H -0.66 4.39 3.98  C1 1.101
32 H -1.48 5.86 3.45  C1 1.125
33 H -2.10 5.84 0.69  C3 1.113
34 H -2.65 4.08 1.02  C3 1.108
35 H -1.51 4.42 -0.29  C3 1.109
36 H 1.16 5.11 2.38  C4 1.085
37 H 0.90 5.24 0.62  C4 1.078
38 H 0.21 6.38 1.69  C4 1.042
39 H 1.51 2.69 1.47  N6 1.021
40 H -2.60 -0.65 0.05  N10 0.985
41 H -1.07 -2.32 -2.71  C12 1.113
42 H -1.08 -5.04 -2.70  C13 1.045
43 H -2.88 -2.56 1.04  C20 1.085
44 H 4.21 0.52 -0.73  C24 1.076
45 H 6.16 -0.29 -1.91  C25 1.106
46 H 6.14 -2.61 -2.81  C26 1.044
47 H 3.94 -3.83 -2.99  C27 1.111
48 H 1.90 -2.77 -1.99  C28 1.065

The highest occupied orbital energy comes out at -9.374 eV. The molar mass is 404.40 g/mol. As for the spin multiplicity: 1. The value obtained for the HOMO-LUMO gap is 9.3 eV. The calculation puts the relative energy (zero: lowest compared OMol25 entry of this formula, charge and spin) at 246.7 kJ/mol. The total energy is -39149.223 eV. The SMILES is CC(C)(C)ONc1nc(Nc2ccnc(C(F)(F)F)c2)nc(-c2ccccc2)n1.

Atom charges from the natural (NBO) analysis, given in e for atoms 1 to 8: -0.62, 0.26, -0.64, -0.64, -0.37, -0.32, 0.59, -0.55